Entry 1:
Computed, not measured: a structure of composition C30H52BClEuN7O7 at a distorted geometry, with ωB97M-V/def2-TZVPD.

Atoms and positions in Å:
1 Eu -1.10 -1.25 1.88
2 C -2.47 -0.44 -4.60
3 C -2.74 0.43 -3.40
4 C -3.85 1.40 -3.73
5 C -1.45 1.05 -2.97
6 C -0.79 2.21 -3.43
7 C 0.45 2.21 -2.76
8 C 1.66 3.08 -2.86
9 C 1.41 4.49 -2.31
10 C 2.10 3.24 -4.31
11 N 0.39 1.22 -1.80
12 N -0.83 0.55 -1.90
13 B 1.27 0.83 -0.56
14 N 1.55 -0.67 -0.65
15 N 1.00 -1.54 0.31
16 C 1.28 -2.79 -0.15
17 C 1.86 -2.69 -1.45
18 C 2.05 -1.35 -1.70
19 C 2.90 -0.78 -2.81
20 C 3.25 -1.90 -3.78
21 C 4.20 -0.33 -2.17
22 C 0.94 -4.06 0.60
23 C 0.00 -5.09 -0.15
24 C 2.30 -4.81 0.83
25 N 0.68 1.23 0.79
26 N -0.70 1.06 0.99
27 C -1.11 2.02 1.84
28 C 0.01 2.82 2.25
29 C 1.12 2.19 1.70
30 C 2.54 2.34 2.14
31 C 3.36 1.06 2.18
32 C 2.54 3.20 3.48
33 C -2.59 2.29 1.87
34 C -2.67 3.85 1.82
35 C -3.44 1.65 0.77
36 H -3.31 -0.94 -5.10
37 H -1.75 -1.23 -4.34
38 H -1.92 0.17 -5.32
39 H -3.06 -0.24 -2.60
40 H -3.60 1.69 -4.78
41 H -3.82 2.30 -3.12
42 H -4.90 0.93 -3.64
43 H -1.01 2.79 -4.25
44 H 2.55 2.54 -2.32
45 H 2.29 5.18 -2.41
46 H 1.02 4.33 -1.23
47 H 0.55 5.01 -2.74
48 H 1.33 3.91 -4.82
49 H 2.17 2.30 -4.85
50 H 3.07 3.73 -4.29
51 H 2.31 1.39 -0.85
52 H 2.18 -3.48 -2.08
53 H 2.39 0.08 -3.28
54 H 3.84 -2.76 -3.33
55 H 3.85 -1.52 -4.58
56 H 2.31 -2.25 -4.33
57 H 4.78 0.20 -2.96
58 H 4.75 -1.16 -1.71
59 H 4.11 0.46 -1.39
60 H 0.58 -3.77 1.57
61 H 0.28 -5.10 -1.18
62 H -1.07 -4.77 -0.06
63 H 0.08 -6.09 0.29
64 H 2.58 -5.27 -0.10
65 H 2.24 -5.58 1.63
66 H 3.19 -4.20 1.10
67 H -0.02 3.62 2.98
68 H 3.01 3.02 1.32
69 H 3.13 0.50 3.13
70 H 4.47 1.23 2.26
71 H 3.11 0.32 1.47
72 H 1.80 2.82 4.18
73 H 2.32 4.30 3.30
74 H 3.49 3.12 4.03
75 H -2.94 1.86 2.86
76 H -2.32 4.25 0.84
77 H -1.99 4.12 2.65
78 H -3.70 4.28 2.00
79 H -3.06 0.78 0.25
80 H -3.78 2.44 0.13
81 H -4.35 1.28 1.17
82 C -1.55 -3.93 5.69
83 C -2.06 -3.07 4.59
84 C -3.32 -2.32 4.94
85 O -1.55 -3.03 3.47
86 H -1.00 -3.41 6.55
87 H -0.82 -4.71 5.38
88 H -2.40 -4.35 6.26
89 H -3.23 -1.25 4.92
90 H -3.79 -2.60 5.90
91 H -4.00 -2.57 4.14
92 O 0.94 -0.01 3.78
93 N 0.03 0.51 4.44
94 O -1.15 0.26 3.91
95 O -4.80 -2.32 0.03
96 Cl -3.74 -2.58 0.93
97 O -3.86 -3.82 1.70
98 O -3.51 -1.45 1.87
99 O -2.49 -2.61 0.06

HOMO (spin up / spin down) = -4.00 / -5.56 eV
Energy above the lowest of the compared OMol25 structures with the same formula, charge and spin = 0.000 eV
Multiplicity = 8
Orbital gap (spin up / spin down) = 6.4 / 8.0 eV
Expectation value of S² = 15.759
Total charge = -1
LUMO energy (spin up / spin down) = 2.415 / 2.414 eV

And the Löwdin charges, in e, turn out to be: 1.633, -0.093, -0.413, -0.081, -0.296, 0.029, -0.218, -0.398, -0.079, -0.095, 0.039, 0.147, -0.558, 0.032, 0.041, -0.260, 0.016, -0.214, -0.354, -0.100, -0.074, -0.336, -0.043, -0.087, 0.048, -0.016, -0.301, -0.003, -0.215, -0.340, -0.080, -0.074, -0.345, -0.073, -0.066, 0.079, 0.083, 0.072, 0.130, 0.078, 0.065, 0.100, 0.076, 0.138, 0.085, 0.105, 0.067, 0.099, 0.066, 0.068, 0.100, 0.082, 0.133, 0.100, 0.056, 0.110, 0.086, 0.087, 0.065, 0.094, 0.054, 0.070, 0.073, 0.059, 0.076, 0.084, 0.101, 0.156, 0.075, 0.090, 0.042, 0.054, 0.090, 0.066, 0.138, 0.094, 0.059, 0.083, 0.050, 0.062, 0.054, -0.029, -0.445, -0.011, -0.101, 0.119, 0.092, 0.084, 0.077, 0.088, 0.069, -0.171, -0.184, -0.343, -0.296, 0.700, -0.339, -0.490, -0.451



Entry 2:
Computed, not measured: a cluster of 4 separate species, C29H64I2NO16P3S in total at a distorted geometry, with ωB97M-V/def2-TZVPD.

Atoms and positions in Å:
1 C -0.41 -0.59 2.15
2 C -0.61 -1.40 0.86
3 C -1.67 -0.80 -0.11
4 C -1.02 -0.19 -1.37
5 N -0.28 1.02 -0.94
6 C 0.88 1.31 -1.75
7 C 1.37 2.75 -1.35
8 C 2.77 2.80 -0.72
9 C 3.08 4.29 -0.53
10 I 3.81 5.48 -2.15
11 C 2.91 4.92 0.63
12 C 3.24 6.39 0.88
13 I 2.12 3.90 2.32
14 C 3.79 2.19 -1.68
15 C 5.26 2.37 -1.22
16 C 5.54 1.39 -0.05
17 C 6.77 1.90 0.74
18 C 6.74 1.36 2.20
19 C 6.98 -0.18 2.20
20 C 6.06 -0.83 3.27
21 C 4.60 -1.04 2.80
22 C 4.27 -2.55 2.63
23 O 3.83 -2.91 1.33
24 C 4.81 -2.69 0.35
25 O 3.63 0.76 -1.91
26 S 2.24 0.15 -1.42
27 O 2.33 -0.15 -0.02
28 O 2.04 -1.06 -2.17
29 H -0.48 -1.22 3.04
30 H -1.19 0.17 2.24
31 H 0.55 -0.07 2.20
32 H -0.93 -2.41 1.15
33 H 0.31 -1.53 0.28
34 H -2.36 -1.61 -0.37
35 H -2.22 -0.01 0.42
36 H -0.38 -0.96 -1.80
37 H -1.83 0.02 -2.08
38 H -0.91 1.79 -1.12
39 H 0.68 1.24 -2.83
40 H 0.61 3.20 -0.71
41 H 1.38 3.33 -2.29
42 H 2.85 2.30 0.24
43 H 4.27 6.54 0.55
44 H 2.54 7.06 0.39
45 H 3.26 6.55 1.96
46 H 3.72 2.67 -2.67
47 H 5.86 2.05 -2.08
48 H 5.50 3.41 -1.01
49 H 5.76 0.43 -0.49
50 H 4.65 1.33 0.59
51 H 7.65 1.49 0.24
52 H 6.78 3.00 0.78
53 H 7.53 1.85 2.77
54 H 5.76 1.63 2.62
55 H 8.03 -0.33 2.44
56 H 6.80 -0.64 1.22
57 H 6.54 -1.74 3.63
58 H 6.04 -0.12 4.10
59 H 4.44 -0.51 1.86
60 H 3.90 -0.60 3.52
61 H 5.13 -3.18 2.92
62 H 3.45 -2.80 3.31
63 H 4.52 -3.24 -0.55
64 H 5.79 -3.10 0.68
65 H 4.95 -1.63 0.12
66 C -5.84 -4.38 -3.71
67 O -6.87 -3.48 -3.31
68 P -6.81 -2.88 -1.77
69 O -5.54 -2.10 -1.81
70 O -6.57 -4.36 -1.11
71 C -7.63 -5.31 -1.17
72 O -7.46 -2.37 -0.33
73 C -7.68 -0.96 -0.18
74 H -5.58 -4.15 -4.75
75 H -4.95 -4.30 -3.10
76 H -6.21 -5.41 -3.67
77 H -7.22 -6.28 -1.45
78 H -8.40 -5.04 -1.90
79 H -8.09 -5.39 -0.18
80 H -8.07 -0.51 -1.09
81 H -6.75 -0.47 0.10
82 H -8.41 -0.81 0.62
83 C -9.51 -6.42 -8.65
84 O -8.54 -5.73 -7.87
85 P -8.95 -4.21 -7.34
86 O -10.09 -4.52 -6.43
87 O -9.46 -3.70 -8.80
88 C -8.50 -3.54 -9.85
89 O -8.58 -2.66 -6.91
90 C -8.27 -2.44 -5.52
91 H -9.48 -7.47 -8.36
92 H -10.52 -6.04 -8.51
93 H -9.24 -6.35 -9.71
94 H -8.92 -3.96 -10.76
95 H -7.56 -4.07 -9.62
96 H -8.29 -2.48 -9.99
97 H -7.64 -3.23 -5.12
98 H -9.19 -2.36 -4.94
99 H -7.72 -1.50 -5.45
100 C 3.12 5.63 5.70
101 O 3.05 5.72 7.12
102 P 4.15 4.83 7.98
103 O 5.43 5.49 7.59
104 O 3.88 3.46 7.15
105 C 2.61 2.81 7.28
106 O 4.62 3.96 9.30
107 C 5.23 4.69 10.38
108 H 2.92 6.62 5.30
109 H 4.09 5.29 5.35
110 H 2.35 4.95 5.34
111 H 2.29 2.50 6.29
112 H 1.86 3.48 7.71
113 H 2.72 1.93 7.92
114 H 4.72 5.63 10.56
115 H 6.28 4.87 10.16
116 H 5.16 4.08 11.28

HOMO = -9.17 eV
Multiplicity = 1
Orbital gap = 7.8 eV
SMILES = CCCCN[C@H]1C[C@H](/C(I)=C(/C)I)[C@@H](CCCCCCCCOC)OS1(=O)=O.COP(=O)(OC)OC.COP(=O)(OC)OC.COP(=O)(OC)OC
LUMO energy = -1.342 eV

Atom charges from the Löwdin analysis, given in e for atoms 1 to 99: -0.103, -0.233, -0.188, -0.211, -0.022, -0.332, -0.112, -0.382, -0.667, 1.009, -0.755, -0.212, 0.971, -0.352, -0.144, -0.180, -0.189, -0.200, -0.196, -0.197, -0.148, -0.217, -0.182, -0.110, -0.175, 0.651, -0.256, -0.269, 0.061, 0.058, 0.053, 0.097, 0.080, 0.103, 0.096, 0.105, 0.117, 0.121, 0.143, 0.115, 0.112, 0.057, 0.049, 0.076, 0.039, 0.102, 0.129, 0.063, 0.103, 0.098, 0.116, 0.105, 0.108, 0.105, 0.107, 0.089, 0.098, 0.100, 0.081, 0.105, 0.111, 0.118, 0.095, 0.094, 0.059, -0.096, -0.331, 0.590, -0.236, -0.266, -0.109, -0.220, -0.108, 0.095, 0.093, 0.091, 0.087, 0.086, 0.088, 0.082, 0.088, 0.086, -0.112, -0.279, 0.564, -0.242, -0.264, -0.117, -0.216, -0.104, 0.093, 0.089, 0.084, 0.086, 0.084, 0.087, 0.039, 0.093, 0.095



Entry 3:
Computed, not measured: the molecule C8H9NO3 at a distorted geometry, with ωB97M-V/def2-TZVPD.

Atoms and positions in Å:
1 C -2.65 1.17 0.40
2 C -3.01 -0.16 0.34
3 C -1.64 1.80 -0.12
4 C -2.23 -1.21 0.28
5 C 2.27 -0.03 0.18
6 C -0.06 -0.26 -0.60
7 C -0.76 -1.40 -0.04
8 C 3.51 0.84 0.07
9 N 1.31 0.06 -0.76
10 O 2.13 -0.86 1.06
11 O -0.65 -1.09 -1.50
12 O -0.24 -2.46 0.47
13 H -3.44 1.90 0.66
14 H -4.07 -0.44 0.41
15 H -1.31 2.76 -0.19
16 H -2.87 -2.13 0.24
17 H 4.25 0.57 0.69
18 H 3.92 0.76 -1.01
19 H 3.31 1.82 0.35
20 H 1.43 0.75 -1.41
21 H 0.79 -2.39 0.49

HOMO (spin up / spin down) = -7.94 / -8.32 eV
Energy above the lowest of the compared OMol25 structures with the same formula, charge and spin = 6.848 eV
Multiplicity = 1
Orbital gap (spin up / spin down) = 8.2 / 8.7 eV
LUMO energy (spin up / spin down) = 0.306 / 0.404 eV

And the Löwdin charges, in e, turn out to be: -0.234, -0.148, 0.159, 0.016, -0.491, -0.172, -0.475, 0.027, 0.156, 0.066, 0.107, 0.119, 0.114, 0.117, 0.004, 0.134, 0.040, 0.127, 0.061, 0.112, 0.163



Entry 4:
Computed, not measured: a cluster of 2 separate species, C7H18N4 in total at a distorted geometry, with ωB97M-V/def2-TZVPD.

Atoms and positions in Å:
1 C -2.91 2.20 1.28
2 C 1.28 0.27 -0.72
3 C 2.13 0.33 1.77
4 C -1.42 -0.38 -1.80
5 C -2.68 -2.39 -0.17
6 C 2.20 0.93 0.34
7 C -0.97 -0.53 -0.39
8 N -2.61 1.12 1.04
9 N 0.24 -0.41 0.02
10 N 3.61 1.11 -0.25
11 N -1.94 -1.26 0.35
12 H -3.05 3.19 1.62
13 H 0.96 1.11 -1.30
14 H 1.85 -0.46 -1.38
15 H 1.21 0.48 2.15
16 H 2.24 -0.75 1.71
17 H 2.91 0.61 2.36
18 H -2.40 0.04 -1.91
19 H -0.66 0.26 -2.36
20 H -1.43 -1.33 -2.19
21 H -3.51 -2.54 0.44
22 H -2.99 -2.13 -1.16
23 H -2.01 -3.24 -0.46
24 H 1.83 2.05 0.49
25 H 4.02 0.20 -0.59
26 H 4.27 1.66 0.41
27 H 3.81 1.84 -1.09
28 H -2.48 -0.34 0.58
29 H -1.50 -1.63 1.23

HOMO = -17.34 eV
Energy above the lowest of the compared OMol25 structures with the same formula, charge and spin = 2.363 eV
Multiplicity = 1
Orbital gap = 11.2 eV
Total charge = +2
LUMO energy = -6.190 eV

And the Löwdin charges, in e, turn out to be: 0.119, -0.177, -0.019, 0.022, 0.012, -0.301, -0.362, 0.132, 0.120, 0.159, -0.006, 0.095, 0.110, 0.164, 0.044, 0.096, 0.061, 0.100, 0.121, 0.071, 0.101, 0.081, 0.147, 0.190, 0.190, 0.202, 0.242, 0.079, 0.207



Entry 5:
Computed, not measured: the molecule C4H6S at a distorted geometry, with ωB97M-V/def2-TZVPD.

Atoms and positions in Å:
1 S -1.68 -0.14 -1.83
2 C -0.66 0.29 -0.27
3 C 0.75 0.92 -0.15
4 C 1.23 0.16 0.81
5 C -0.05 -0.75 0.87
6 H -0.76 -1.11 -2.29
7 H -1.29 1.13 0.16
8 H 1.12 1.68 -0.78
9 H 2.15 0.19 1.28
10 H -0.73 -0.57 1.65
11 H -0.07 -1.81 0.55

HOMO = -9.04 eV
Energy above the lowest of the compared OMol25 structures with the same formula, charge and spin = 1.978 eV
Multiplicity = 1
Orbital gap = 10.0 eV
SMILES = S[C@@H]1C=CC1
LUMO energy = 0.962 eV

And the Löwdin charges, in e, turn out to be: 0.616, -0.590, -0.136, -0.062, -0.116, -0.119, 0.087, 0.086, 0.067, 0.062, 0.104



Question: Which of these has the highest multiplicity?
Answer: C30H52BClEuN7O7